# 1
Computed, not measured: C32H40Br51NO3 as an isolated structure at a distorted geometry, with the ωB97M-V functional and the def2-TZVPD basis.

```
127
Properties=species:S:1:pos:R:3:forces:R:3
C 4.391766 0.555867 0.935063 -1.191 -0.152 -0.233
C 4.173857 0.397473 -0.645961 0.250 0.272 0.007
C 3.605381 -1.024631 -1.097286 0.238 -0.173 -0.906
C 2.253481 -0.918716 -1.973283 0.018 -0.275 0.501
C 1.264329 -2.161946 -1.763199 -0.437 0.131 -0.130
C -0.213990 -1.702822 -1.295649 -0.054 0.440 0.300
C -0.420073 -1.813066 0.264907 -1.288 -1.169 1.645
C -1.583578 -2.305170 0.903677 2.024 0.556 -0.882
C -2.845858 -2.775489 0.067767 0.616 0.032 0.334
C -3.540825 -1.632209 -0.807282 -0.238 0.234 -0.207
O -4.990496 -1.798954 -0.790213 1.524 0.010 0.865
C -3.171539 -0.139657 -0.366992 -0.254 0.582 -0.693
N -4.309889 0.814648 -0.693704 1.113 0.579 0.708
C -1.559794 -2.358528 2.499241 -0.460 0.115 -0.057
O -2.565380 -2.097004 3.180099 2.487 -0.814 -1.567
C -0.141963 -2.731704 3.141224 1.691 2.259 -1.615
C 1.010599 -2.200442 2.511814 -2.850 0.160 0.630
C 0.760674 -1.324754 1.232272 -0.158 0.848 -1.012
O 1.360513 -0.285627 0.925159 -1.023 -2.597 1.081
H 3.705024 1.401798 1.284679 1.236 -1.203 -0.275
H 3.978137 -0.394309 1.426802 0.867 1.374 -0.440
H 5.464499 0.760161 1.241526 -1.353 -0.310 -0.414
H 5.168359 0.629507 -1.166254 -1.450 -0.423 0.568
H 3.430213 1.187742 -0.996820 1.004 -0.929 0.482
H 3.449052 -1.728037 -0.204230 0.146 1.106 -1.197
H 4.382675 -1.516873 -1.776966 -0.940 0.434 1.055
H 2.486065 -0.860401 -3.094337 -0.176 0.154 1.637
H 1.705348 0.023740 -1.652096 0.701 -1.110 -0.506
H 1.182804 -2.728668 -2.757323 -0.032 0.676 1.504
H 1.658699 -2.891553 -0.981164 -0.342 0.868 -1.040
H -1.032405 -2.286938 -1.843002 1.174 0.656 0.946
H -0.385647 -0.602796 -1.574205 0.386 -1.488 0.278
H -3.608378 -3.237053 0.765275 0.825 0.625 -0.788
H -2.488270 -3.594701 -0.648887 -0.503 1.018 1.110
H -3.217055 -1.774813 -1.896164 -0.658 0.256 1.468
H -5.234572 -1.503825 0.112533 -0.164 -0.238 -0.790
H -2.967199 -0.003478 0.744089 0.148 -0.714 -1.521
H -2.303159 0.217791 -1.023838 -0.810 -0.725 1.415
H -3.888201 1.603297 -1.215619 -0.538 -0.641 0.285
H -4.573998 1.253195 0.207105 -0.015 -0.325 -0.810
H -0.015737 -3.389285 4.045963 -0.697 1.132 -0.961
H 2.051647 -2.409854 2.893978 -1.235 0.579 -0.470
C 2.647562 4.302260 1.889067 -0.116 0.049 0.056
Br 4.582642 4.243996 2.006816 -0.282 -0.026 -0.006
Br 2.033659 4.398974 0.055006 0.227 -0.069 0.101
Br 1.807923 2.829575 2.823656 0.234 0.491 -0.358
H 2.327597 5.216035 2.385317 0.054 -0.202 -0.097
C -1.863407 1.102439 3.792673 0.064 -0.156 -0.031
Br -1.678285 2.019015 2.091838 -0.042 -0.089 0.371
Br -0.187830 1.033867 4.770898 -0.482 -0.144 -0.131
Br -3.285427 1.866595 4.867108 0.266 -0.047 -0.153
H -2.147573 0.075171 3.572131 0.010 0.252 0.088
C 0.437532 -6.764071 2.336400 0.469 -0.352 -0.227
Br -1.360991 -6.793469 1.616046 0.243 0.306 0.266
Br 1.173339 -4.967268 2.346495 -0.731 -1.680 -0.696
Br 0.528239 -7.590698 4.087619 -0.052 0.201 -0.293
H 1.057156 -7.361672 1.670271 -0.206 0.031 0.144
C -3.001759 -9.826167 -0.356125 -0.021 0.063 0.036
Br -1.070259 -9.937185 -0.245681 -0.293 -0.184 -0.135
Br -3.612662 -9.725964 -2.192715 0.137 -0.045 0.337
Br -3.861686 -11.267896 0.612096 0.186 0.248 -0.200
H -3.295353 -8.897588 0.128261 0.073 -0.205 -0.096
C 2.110532 4.100707 6.975561 -0.034 0.026 0.065
Br 2.687788 5.728780 6.097285 -0.189 -0.332 -0.046
Br 0.177997 3.961619 7.033575 0.345 0.105 -0.003
Br 2.928695 2.530761 6.183464 -0.063 0.229 0.332
H 2.456077 4.154904 8.005660 -0.072 0.024 -0.223
C 0.447747 6.541626 -3.397681 -0.137 0.080 0.008
Br 1.303616 4.828130 -3.697184 -0.144 0.251 0.109
Br -1.180237 6.357542 -2.364643 0.597 0.146 0.320
Br 1.660143 7.829913 -2.605136 -0.185 -0.278 -0.097
H 0.166084 6.928562 -4.374196 0.076 -0.113 0.204
C -2.398834 5.649896 2.179855 0.077 -0.011 0.177
Br -3.482603 5.280478 0.615617 0.188 0.072 0.199
Br -0.638677 6.305241 1.701390 -0.421 -0.085 0.063
Br -3.298767 6.838497 3.418523 0.142 -0.192 -0.266
H -2.255482 4.702373 2.694919 -0.035 0.210 -0.124
C 5.593368 -5.349515 3.558378 0.167 -0.138 0.013
Br 3.862466 -6.212434 3.695599 0.795 0.008 0.273
Br 5.767646 -4.342772 1.910901 -0.104 -0.097 0.372
Br 5.986061 -4.268578 5.118468 -0.137 -0.166 -0.307
H 6.339804 -6.139356 3.522213 -0.156 0.197 0.019
C 4.523284 -5.142830 -2.953105 -0.103 0.017 -0.062
Br 4.003379 -5.295805 -1.090654 0.109 0.037 -0.371
Br 6.052114 -3.973929 -3.184804 -0.267 -0.230 0.098
Br 4.822562 -6.880232 -3.758287 -0.030 0.299 0.170
H 3.688819 -4.686654 -3.480918 0.199 -0.096 0.126
C -2.987204 4.161943 -5.481961 -0.009 -0.117 -0.071
Br -4.795922 3.999370 -6.155575 0.448 0.112 0.118
Br -2.360406 5.997651 -5.516979 -0.340 -0.340 -0.405
Br -2.801266 3.374342 -3.718882 -0.101 0.076 -0.285
H -2.345099 3.594894 -6.152898 -0.129 0.096 0.161
C -2.891187 0.371835 -7.928370 0.042 -0.007 0.017
Br -2.059754 1.967091 -8.651484 -0.196 -0.226 0.166
Br -2.495239 0.144192 -6.044172 -0.240 0.146 -0.294
Br -4.799270 0.332794 -8.275272 0.323 0.031 0.100
H -2.456443 -0.477441 -8.449152 -0.103 0.216 0.112
C 3.600961 7.756845 10.111237 -0.034 0.040 0.075
Br 4.177141 9.386012 9.233749 -0.123 -0.331 0.113
Br 1.668910 7.608291 10.159344 0.349 -0.001 -0.077
Br 4.421744 6.187519 9.323992 -0.058 0.257 0.206
H 3.942345 7.811978 11.141966 -0.074 -0.019 -0.243
C 0.533854 -1.679978 -9.053073 0.151 0.020 -0.007
Br -1.122402 -2.668630 -8.857630 0.238 0.025 -0.056
Br 0.575983 -0.663831 -10.702883 -0.068 -0.163 0.333
Br 0.885560 -0.563598 -7.507912 -0.026 -0.194 -0.322
H 1.337115 -2.410702 -9.108526 -0.203 0.148 0.012
C -5.408375 -3.568445 -7.806609 -0.056 0.089 0.033
Br -7.291245 -4.015770 -7.706130 0.382 0.047 -0.011
Br -4.534350 -3.735896 -6.084823 -0.143 0.032 -0.327
Br -4.497173 -4.591194 -9.179670 -0.121 0.157 0.248
H -5.344609 -2.521397 -8.094673 -0.004 -0.228 0.069
C -7.342243 1.460054 -3.346388 0.086 -0.120 0.121
Br -7.077985 3.365101 -3.092319 -0.066 -0.344 -0.051
Br -9.168668 1.046982 -3.848562 0.315 0.111 0.035
Br -6.064704 0.713911 -4.598946 -0.251 0.142 0.214
H -7.160617 0.983162 -2.385804 0.033 0.095 -0.205
C -2.365563 0.285288 8.605003 0.021 0.022 -0.103
Br -0.492844 0.030788 9.034687 -0.329 0.044 -0.057
Br -3.341215 -1.389387 8.617361 0.187 0.307 0.025
Br -3.193556 1.610703 9.751637 0.161 -0.247 -0.190
H -2.409109 0.671643 7.588631 0.019 -0.078 0.208
C 8.027277 5.921948 1.228737 -0.073 0.061 -0.024
Br 8.083384 5.754687 -0.701238 0.016 0.004 0.371
Br 8.142488 4.195935 2.103635 0.045 0.285 -0.158
Br 9.372911 7.152817 1.885450 -0.211 -0.253 -0.128
H 7.057623 6.343694 1.483847 0.203 -0.112 -0.055
```
Forces are in eV/Å.

Computed properties:
Total charge: 0
F_max (eV Å⁻¹): 3.3
HOMO level (eV): -9.535
HOMO-LUMO gap (Ha): 0.29983
LUMO energy (Ha): -0.051

***

# 2
Computed, not measured: C32H40ClN5OS2V as an isolated structure at a distorted geometry, with the ωB97M-V functional and the def2-TZVPD basis.

```
82
Properties=species:S:1:pos:R:3:forces:R:3
V 2.045587 -1.954138 -0.772459 0.841 0.021 0.571
C 0.606948 -1.271710 1.947890 -0.033 -0.090 -0.139
N 0.687065 -2.299746 0.891273 -0.410 0.045 0.039
C 0.849422 -3.672476 1.452004 0.157 0.306 -0.090
C 2.311464 -3.979112 1.643091 0.065 0.184 -0.251
N 3.051348 -3.745261 0.359242 -0.059 -0.138 -0.167
C 2.937855 -4.964052 -0.503794 -0.174 0.123 0.287
C 4.462011 -3.496751 0.678078 -0.207 -0.157 -0.008
C 5.281955 -4.512056 1.148567 0.000 -0.104 -0.074
C 6.604691 -4.245887 1.464756 0.070 0.003 0.026
C 7.110526 -2.959423 1.320839 -0.020 -0.001 0.009
C 6.288359 -1.941493 0.869651 0.026 -0.001 -0.024
C 4.956810 -2.208180 0.552390 -0.014 0.069 0.015
S 3.904483 -0.911887 0.020097 0.137 0.107 -0.037
C -0.382785 -2.306166 -0.101288 0.047 -0.340 -0.173
C -1.729331 -2.072573 0.115945 -0.043 0.040 0.104
C -2.597328 -2.263695 -0.957171 -0.011 -0.015 -0.022
C -2.116723 -2.690946 -2.193095 0.036 -0.012 0.028
C -0.748872 -2.881278 -2.398315 -0.053 0.102 0.001
C 0.129088 -2.663554 -1.346858 -0.238 -0.198 -0.095
S 2.511831 -2.480572 -2.706623 -0.158 -0.230 -0.199
H -0.256058 -1.436026 2.595379 -0.053 -0.031 0.032
H 0.531849 -0.285679 1.497302 0.044 -0.078 0.003
H 1.510711 -1.304451 2.550288 0.069 -0.043 0.025
H 0.417280 -4.374460 0.750399 -0.130 -0.078 -0.161
H 0.300578 -3.759779 2.389065 -0.050 -0.004 0.117
H 2.426485 -5.016138 1.957816 0.099 -0.099 0.068
H 2.750327 -3.352075 2.413893 0.073 0.161 0.010
H 3.279896 -5.850432 0.031302 -0.049 -0.012 0.020
H 3.532196 -4.833961 -1.396247 0.111 0.084 -0.122
H 1.900592 -5.106222 -0.795943 -0.048 0.031 -0.022
H 4.902193 -5.521350 1.258328 0.043 0.079 0.027
H 7.241824 -5.046768 1.820451 -0.042 0.060 -0.018
H 8.145289 -2.751708 1.561744 -0.042 -0.002 -0.014
H 6.666160 -0.933701 0.748862 -0.005 -0.041 0.026
H -2.106162 -1.766453 1.087376 0.020 -0.048 -0.083
H -3.661108 -2.102660 -0.819585 0.085 -0.008 -0.011
H -2.811048 -2.865411 -3.007716 0.035 0.021 0.061
H -0.385943 -3.158057 -3.382446 -0.018 0.002 0.060
C -4.313438 4.048209 -0.949987 -0.053 0.014 0.046
C -3.465424 3.257772 -1.954884 0.004 0.079 0.053
C -3.185193 4.191508 -3.143282 0.080 -0.006 -0.006
C -4.277605 2.051144 -2.444710 -0.005 -0.044 -0.030
C -2.126253 2.812514 -1.266989 0.031 0.031 0.084
O -1.475839 3.919828 -0.659947 -0.119 0.030 0.003
C -2.369167 1.663120 -0.268712 -0.130 0.022 0.110
C -1.356481 1.472381 0.872801 0.005 0.053 0.029
C -1.332266 2.576993 1.907697 -0.086 -0.012 -0.005
C -2.460244 2.833292 2.684487 -0.062 0.008 0.018
C -2.469095 3.849907 3.631464 -0.102 -0.089 -0.008
C -1.329677 4.615748 3.811665 0.022 0.004 0.003
Cl -1.327873 5.886652 4.991672 0.000 -0.028 -0.027
C -0.191823 4.376632 3.058159 0.072 -0.014 -0.056
C -0.202092 3.361665 2.110842 0.076 0.054 -0.009
C -1.134476 2.382435 -2.345889 0.208 -0.169 0.030
N 0.002501 1.613508 -1.827691 -0.133 0.481 -0.282
C 0.094340 0.299520 -1.732317 0.099 0.004 0.044
N 1.251139 -0.016832 -1.153772 0.316 0.347 0.313
C 1.839810 1.210967 -0.930236 -0.223 -0.134 -0.028
N 1.106193 2.220189 -1.316666 -0.212 -0.455 -0.188
H -5.291248 4.255583 -1.391941 0.061 -0.010 0.039
H -3.856577 5.012440 -0.713374 -0.021 -0.072 -0.008
H -4.490216 3.505579 -0.015716 0.024 0.045 -0.070
H -4.117327 4.666793 -3.458890 0.063 -0.049 0.017
H -2.788900 3.657337 -4.012491 -0.012 0.039 0.077
H -2.484160 4.983548 -2.864674 -0.064 -0.078 -0.022
H -5.107651 2.403868 -3.063116 0.062 -0.037 0.061
H -4.706002 1.478140 -1.618338 0.041 0.036 -0.056
H -3.685635 1.365749 -3.062376 -0.075 0.074 0.043
H -1.963117 4.197745 0.125495 0.030 -0.041 -0.023
H -2.441205 0.728593 -0.837506 -0.060 0.042 0.092
H -3.347317 1.799517 0.196220 -0.015 -0.011 -0.033
H -0.344205 1.304773 0.494834 -0.192 0.173 0.152
H -1.650534 0.550200 1.383916 0.021 -0.005 -0.033
H -3.354309 2.227245 2.555684 0.073 0.062 0.020
H -3.349989 4.043725 4.231668 0.061 -0.018 -0.047
H 0.688810 4.990458 3.203103 -0.054 -0.048 -0.007
H 0.676184 3.204750 1.492729 -0.050 -0.003 0.032
H -0.731905 3.268146 -2.823001 0.101 0.021 -0.080
H -1.623032 1.756795 -3.087175 0.029 -0.057 -0.067
H -0.668258 -0.388427 -2.070879 0.128 0.095 0.019
H 2.810088 1.346576 -0.482368 -0.037 -0.044 -0.018
```
Forces are in eV/Å.

Computed properties:
Total charge: +1
F_max (eV Å⁻¹): 1.0
HOMO level (spin up / spin down) (eV): -10.935 / -10.935
HOMO-LUMO gap (spin up / spin down) (Ha): 0.26818 / 0.20492
LUMO energy (spin up / spin down) (Ha): -0.134 / -0.197
2S+1: 3
<S²>: 2.0238